This record from the Open Molecules 2025 dataset describes a cluster of 8 separate species, C10H36N4O12 in total. The level of theory is the ωB97M-V functional and the def2-TZVPD basis.

Geometry (Å):
1 C 2.534 4.280 -2.570
2 C 1.148 4.519 -2.097
3 O 0.334 4.752 -3.220
4 O 3.351 5.305 -3.112
5 H 2.526 3.535 -3.366
6 H 3.155 3.868 -1.774
7 H 0.911 5.404 -1.506
8 H 0.884 3.554 -1.664
9 H 0.571 5.600 -3.602
10 H 2.836 5.792 -3.760
11 C 0.903 -0.459 -5.840
12 C 0.007 -1.097 -4.702
13 O -1.393 -1.007 -5.067
14 O 1.289 -1.453 -6.749
15 H 1.810 -0.078 -5.370
16 H 0.408 0.426 -6.241
17 H 0.149 -0.593 -3.746
18 H 0.323 -2.124 -4.517
19 H -1.758 -1.871 -4.865
20 H 0.509 -1.855 -7.138
21 C -1.967 3.783 5.822
22 C -2.277 4.415 4.422
23 O -2.235 5.865 4.543
24 O -0.863 4.243 6.509
25 H -2.009 2.695 5.766
26 H -2.779 4.051 6.498
27 H -3.204 4.118 3.931
28 H -1.526 4.228 3.655
29 H -1.661 5.873 5.312
30 H -0.055 3.912 6.109
31 C -1.191 -8.651 -1.256
32 C -0.821 -7.182 -1.439
33 O -1.953 -6.397 -1.102
34 O -2.285 -9.043 -2.069
35 H -1.375 -8.728 -0.184
36 H -0.311 -9.243 -1.508
37 H -0.599 -6.898 -2.468
38 H 0.067 -6.920 -0.864
39 H -2.613 -6.551 -1.782
40 H -3.000 -9.019 -1.429
41 C -0.851 -1.042 0.628
42 O 0.248 -1.474 0.659
43 N -1.868 -1.655 0.167
44 N -1.156 0.129 1.194
45 H -2.694 -1.075 0.137
46 H -1.856 -2.630 -0.097
47 H -2.143 0.340 1.165
48 H -0.355 0.589 1.602
49 C 3.627 2.527 3.952
50 O 2.630 3.286 4.127
51 N 4.750 2.919 3.489
52 N 3.486 1.199 3.957
53 H 4.854 3.869 3.161
54 H 5.444 2.255 3.175
55 H 4.290 0.588 3.961
56 H 2.530 0.876 3.990
57 O 3.037 -4.799 0.730
58 H 3.366 -4.737 -0.167
59 H 2.427 -4.067 0.814
60 O -5.578 0.472 1.718
61 H -6.242 1.106 1.449
62 H -5.789 0.277 2.631

Properties
**Structure (SMILES)**: NC(N)=O.NC(N)=O.OCCO.OCCO.OCCO.OCCO.O.O
**E_LUMO**: 0.16 eV
**Orbital gap**: 10.046 eV

These are the natural (NBO) partial charges, in e, on atoms 1 to 2:
1 C -0.096
2 C -0.106